Record 1
DFT (wB97M-V/def2-TZVPD) results for a structure of composition C5H10O2.

Lowest unoccupied orbital energy   1.00 eV
E_HOMO   -9.191 eV
Gap between HOMO and LUMO   10.19 eV
E_tot   -346.8432 Eh

Geometry (Å):
1 C -1.004 -1.184 -0.851
2 C -0.255 -1.676 0.374
3 O 0.863 -0.819 0.598
4 C 0.390 0.515 0.599
5 C 1.578 1.467 0.634
6 C -0.457 0.734 -0.663
7 O -1.571 1.474 -0.605
8 H -2.069 -1.481 -0.849
9 H -1.640 0.176 -0.756
10 H -0.557 -1.447 -1.815
11 H -0.927 -1.657 1.250
12 H 0.148 -2.690 0.270
13 H -0.277 0.696 1.462
14 H 1.232 2.507 0.642
15 H 2.174 1.287 1.536
16 H 2.220 1.312 -0.242
17 H 0.152 0.785 -1.584

Mulliken population analysis, charges in e, atoms 1 to 2: number 1, C, carries -0.897; number 2, C, carries -0.272

Record 2
DFT (wB97M-V/def2-TZVPD) results for the molecule C5H10O2.

Lowest unoccupied orbital energy   1.02 eV
E_HOMO   -9.658 eV
Structure (SMILES)   CO[C@H]1CO[C@H]1C
Gap between HOMO and LUMO   10.68 eV
E_tot   -346.9316 Eh

Geometry (Å):
1 C 2.092 1.024 -0.316
2 O 0.689 0.932 -0.297
3 C 0.247 -0.385 -0.449
4 C 0.360 -1.296 0.784
5 O -1.060 -1.462 0.844
6 C -1.276 -0.565 -0.268
7 C -2.090 0.658 0.121
8 H 2.550 0.454 0.507
9 H 2.504 0.651 -1.267
10 H 2.347 2.079 -0.201
11 H 0.653 -0.818 -1.376
12 H 0.753 -0.785 1.674
13 H 0.884 -2.250 0.649
14 H -1.749 -1.105 -1.097
15 H -2.733 0.995 -0.698
16 H -2.726 0.388 0.970
17 H -1.443 1.486 0.420

Mulliken population analysis, charges in e, atoms 1 to 2: number 1, C, carries -0.763; number 2, O, carries -0.353

Copy entry 2 word for word.
DFT (wB97M-V/def2-TZVPD) results for the molecule C5H10O2.

Lowest unoccupied orbital energy   1.02 eV
E_HOMO   -9.658 eV
Structure (SMILES)   CO[C@H]1CO[C@H]1C
Gap between HOMO and LUMO   10.68 eV
E_tot   -346.9316 Eh

Geometry (Å):
1 C 2.092 1.024 -0.316
2 O 0.689 0.932 -0.297
3 C 0.247 -0.385 -0.449
4 C 0.360 -1.296 0.784
5 O -1.060 -1.462 0.844
6 C -1.276 -0.565 -0.268
7 C -2.090 0.658 0.121
8 H 2.550 0.454 0.507
9 H 2.504 0.651 -1.267
10 H 2.347 2.079 -0.201
11 H 0.653 -0.818 -1.376
12 H 0.753 -0.785 1.674
13 H 0.884 -2.250 0.649
14 H -1.749 -1.105 -1.097
15 H -2.733 0.995 -0.698
16 H -2.726 0.388 0.970
17 H -1.443 1.486 0.420

Mulliken population analysis, charges in e, atoms 1 to 2: number 1, C, carries -0.763; number 2, O, carries -0.353

Q: E_HOMO of number 1 (C5H10O2)?
A: -9.191 eV

What did the second record say?
DFT (wB97M-V/def2-TZVPD) results for the molecule C5H10O2.

Lowest unoccupied orbital energy   1.02 eV
E_HOMO   -9.658 eV
Structure (SMILES)   CO[C@H]1CO[C@H]1C
Gap between HOMO and LUMO   10.68 eV
E_tot   -346.9316 Eh

Geometry (Å):
1 C 2.092 1.024 -0.316
2 O 0.689 0.932 -0.297
3 C 0.247 -0.385 -0.449
4 C 0.360 -1.296 0.784
5 O -1.060 -1.462 0.844
6 C -1.276 -0.565 -0.268
7 C -2.090 0.658 0.121
8 H 2.550 0.454 0.507
9 H 2.504 0.651 -1.267
10 H 2.347 2.079 -0.201
11 H 0.653 -0.818 -1.376
12 H 0.753 -0.785 1.674
13 H 0.884 -2.250 0.649
14 H -1.749 -1.105 -1.097
15 H -2.733 0.995 -0.698
16 H -2.726 0.388 0.970
17 H -1.443 1.486 0.420

Mulliken population analysis, charges in e, atoms 1 to 2: number 1, C, carries -0.763; number 2, O, carries -0.353